Density functional theory data (ωB97M-V/def2-TZVPD) for a 10-piece molecular cluster, C48H59F5IN12O2P overall at a distorted geometry.

Each atom is followed by the atoms it is bonded to, with distances in Å.
Cartesian coordinates (Å):
1 C 1.915 -1.854 0.406  C2 1.493, H25 1.083, H26 1.084, H27 1.088
2 C 0.999 -2.285 1.502  C1 1.493, O3 1.200, N4 1.472
3 O 0.401 -3.325 1.476  C2 1.200
4 N 0.940 -1.437 2.704  C2 1.472, C5 1.479, C6 1.456
5 C 1.427 -2.274 3.821  N4 1.479, H28 1.086, H29 1.088, H30 1.082
6 C -0.345 -0.794 2.943  N4 1.456, I7 2.199, C8 1.472, C10 1.564
7 I -0.389 -0.025 5.004  C6 2.199
8 C -1.487 -1.721 2.886  C6 1.472, N9 1.145
9 N -2.378 -2.439 2.849  C8 1.145
10 C -0.704 0.430 2.039  C6 1.564, C11 1.454, C13 1.543, P23 1.904
11 C -0.822 0.032 0.645  C10 1.454, N12 1.146
12 N -0.974 -0.334 -0.431  C11 1.146
13 C 0.208 1.670 2.131  C10 1.543, C14 1.535, H31 1.086, H32 1.085
14 C 1.688 1.428 1.803  C13 1.535, C15 1.533, H33 1.079, H34 1.084
15 C 2.605 1.716 2.998  C14 1.533, C16 1.507, H35 1.089, H36 1.086
16 C 4.043 1.341 2.747  C15 1.507, F17 1.367, F18 1.366, C19 1.554
17 F 4.199 -0.017 2.762  C16 1.367
18 F 4.847 1.859 3.721  C16 1.366
19 C 4.626 1.837 1.396  C16 1.554, F20 1.341, F21 1.353, F22 1.342
20 F 4.255 1.044 0.380  C19 1.341
21 F 4.206 3.097 1.137  C19 1.353
22 F 5.967 1.856 1.443  C19 1.342
23 P -2.455 1.070 2.426  C10 1.904, O24 1.473, H37 1.405, H38 1.401
24 O -2.508 2.537 2.549  P23 1.473
25 H 2.160 -2.710 -0.211  C1 1.083
26 H 1.458 -1.094 -0.217  C1 1.084
27 H 2.823 -1.427 0.827  C1 1.088
28 H 2.110 -3.014 3.415  C5 1.086
29 H 0.635 -2.824 4.324  C5 1.088
30 H 2.007 -1.672 4.507  C5 1.082
31 H -0.183 2.384 1.412  C13 1.086
32 H 0.104 2.159 3.093  C13 1.085
33 H 1.878 0.439 1.418  C14 1.079
34 H 1.959 2.120 1.014  C14 1.084
35 H 2.588 2.792 3.169  C15 1.089
36 H 2.263 1.230 3.907  C15 1.086
37 H -3.208 0.610 1.332  P23 1.405
38 H -2.946 0.374 3.538  P23 1.401
39 N -4.204 -1.488 -0.879  C40 1.368, C43 1.366, H44 1.005
40 C -5.021 -2.127 0.013  N39 1.368, C41 1.369, H45 1.077
41 C -6.254 -2.255 -0.569  C40 1.369, C42 1.423, H46 1.077
42 C -6.172 -1.671 -1.863  C41 1.423, C43 1.369, H47 1.077
43 C -4.894 -1.208 -2.024  N39 1.366, C42 1.369, H48 1.076
44 H -3.237 -1.262 -0.721  N39 1.005
45 H -4.655 -2.438 0.978  C40 1.077
46 H -7.115 -2.719 -0.119  C41 1.077
47 H -6.958 -1.601 -2.597  C42 1.077
48 H -4.420 -0.707 -2.850  C43 1.076
49 N 2.383 3.578 -1.255  C50 1.370, C53 1.368, H54 1.003
50 C 1.284 4.348 -0.979  N49 1.370, C51 1.369, H55 1.078
51 C 0.620 4.567 -2.155  C50 1.369, C52 1.421, H56 1.076
52 C 1.344 3.903 -3.181  C51 1.421, C53 1.369, H57 1.077
53 C 2.425 3.302 -2.595  N49 1.368, C52 1.369, H58 1.076
54 H 3.047 3.263 -0.573  N49 1.003
55 H 1.072 4.677 0.025  C50 1.078
56 H -0.282 5.142 -2.270  C51 1.076
57 H 1.101 3.875 -4.230  C52 1.077
58 H 3.217 2.705 -3.014  C53 1.076
59 N -9.797 -1.516 -3.413  C60 1.368, C63 1.368, H64 1.003
60 C -10.896 -0.835 -3.860  N59 1.368, C61 1.369, H65 1.077
61 C -11.158 -1.253 -5.137  C60 1.369, C62 1.422, H66 1.077
62 C -10.179 -2.228 -5.472  C61 1.422, C63 1.369, H67 1.077
63 C -9.355 -2.368 -4.388  N59 1.368, C62 1.369, H68 1.077
64 H -9.378 -1.406 -2.508  N59 1.003
65 H -11.394 -0.113 -3.235  C60 1.077
66 H -11.962 -0.901 -5.762  C61 1.077
67 H -10.091 -2.764 -6.402  C62 1.077
68 H -8.497 -2.998 -4.227  C63 1.077
69 N 4.900 -3.960 6.288  C70 1.369, C73 1.365, H74 1.003
70 C 4.303 -2.807 5.852  N69 1.369, C71 1.371, H75 1.076
71 C 5.206 -2.134 5.072  C70 1.371, C72 1.422, H76 1.073
72 C 6.394 -2.915 5.042  C71 1.422, C73 1.370, H77 1.078
73 C 6.171 -4.037 5.794  N69 1.365, C72 1.370, H78 1.076
74 H 4.470 -4.646 6.880  N69 1.003
75 H 3.293 -2.570 6.139  C70 1.076
76 H 5.046 -1.192 4.584  C71 1.073
77 H 7.310 -2.679 4.524  C72 1.078
78 H 6.805 -4.877 6.019  C73 1.076
79 N -15.990 -0.618 -3.713  C80 1.369, C83 1.368, H84 1.002
80 C -16.729 0.328 -4.370  N79 1.369, C81 1.369, H85 1.076
81 C -15.866 1.099 -5.101  C80 1.369, C82 1.422, H86 1.077
82 C -14.555 0.596 -4.876  C81 1.422, C83 1.369, H87 1.077
83 C -14.666 -0.464 -4.017  N79 1.368, C82 1.369, H88 1.077
84 H -16.363 -1.319 -3.101  N79 1.002
85 H -17.799 0.370 -4.263  C80 1.076
86 H -16.142 1.930 -5.728  C81 1.077
87 H -13.637 0.971 -5.298  C82 1.077
88 H -13.919 -1.118 -3.600  C83 1.077
89 N 0.308 9.201 -3.921  C90 1.368, C93 1.369, H94 1.002
90 C 1.569 9.600 -4.272  N89 1.368, C91 1.369, H95 1.076
91 C 2.459 8.781 -3.632  C90 1.369, C92 1.422, H96 1.077
92 C 1.707 7.849 -2.866  C91 1.422, C93 1.369, H97 1.076
93 C 0.383 8.135 -3.066  N89 1.369, C92 1.369, H98 1.076
94 H -0.541 9.626 -4.241  N89 1.002
95 H 1.723 10.427 -4.943  C90 1.076
96 H 3.532 8.841 -3.704  C91 1.077
97 H 2.091 7.059 -2.243  C92 1.076
98 H -0.508 7.674 -2.677  C93 1.076
99 N 7.720 4.611 1.929  C100 1.368, C103 1.368, H104 1.002
100 C 8.603 4.203 0.967  N99 1.368, C101 1.369, H105 1.076
101 C 9.670 5.061 0.987  C100 1.369, C102 1.422, H106 1.077
102 C 9.420 6.024 2.003  C101 1.422, C103 1.369, H107 1.077
103 C 8.210 5.719 2.566  N99 1.368, C102 1.369, H108 1.076
104 H 6.847 4.164 2.135  N99 1.002
105 H 8.399 3.342 0.355  C100 1.076
106 H 10.533 5.006 0.346  C101 1.077
107 H 10.056 6.845 2.287  C102 1.077
108 H 7.660 6.192 3.360  C103 1.076
109 N 7.064 -4.435 1.815  C110 1.368, C113 1.367, H114 1.004
110 C 8.116 -4.116 1.001  N109 1.368, C111 1.370, H115 1.076
111 C 8.287 -5.144 0.113  C110 1.370, C112 1.421, H116 1.077
112 C 7.296 -6.121 0.403  C111 1.421, C113 1.369, H117 1.077
113 C 6.558 -5.653 1.457  N109 1.367, C112 1.369, H118 1.076
114 H 6.716 -3.863 2.564  N109 1.004
115 H 8.650 -3.189 1.122  C110 1.076
116 H 9.037 -5.191 -0.658  C111 1.077
117 H 7.143 -7.058 -0.106  C112 1.077
118 H 5.719 -6.081 1.978  C113 1.076
119 N 1.781 -5.813 -0.398  C120 1.369, C123 1.367, H124 1.005
120 C 2.955 -5.614 -1.074  N119 1.369, C121 1.369, H125 1.077
121 C 3.232 -6.753 -1.781  C120 1.369, C122 1.421, H126 1.077
122 C 2.183 -7.676 -1.522  C121 1.421, C123 1.369, H127 1.077
123 C 1.306 -7.066 -0.665  N119 1.367, C122 1.369, H128 1.076
124 H 1.337 -5.144 0.206  N119 1.005
125 H 3.495 -4.686 -0.995  C120 1.077
126 H 4.090 -6.908 -2.412  C121 1.077
127 H 2.086 -8.673 -1.918  C122 1.077
128 H 0.387 -7.415 -0.227  C123 1.076

Molecular weight in g mol⁻¹: 1088.950
HOMO energy in eV: -8.2
SMILES: CC(=O)N(C)[C@](I)(C#N)[C@](C#N)(CCCC(F)(F)C(F)(F)F)[PH2]=O.c1cc[nH]c1.c1cc[nH]c1.c1cc[nH]c1.c1cc[nH]c1.c1cc[nH]c1.c1cc[nH]c1.c1cc[nH]c1.c1cc[nH]c1.c1cc[nH]c1
LUMO in eV: -1.568

Löwdin population analysis, charges in e, atoms 1 to 6: 0.030 -0.450 0.129 -0.111 -0.122 -0.708